# 1
56
Properties=species:S:1:pos:R:3:lowdin_charge:R:1 method="wB97M-V/def2-TZVPD" total_charge=+1 gap_ev=7.72 e_homo_ev=-11.1371 spin_multiplicity=1 total_energy_ev=-32399.3962
O 0.406 2.603 -0.992 0.1210
O 2.312 -0.617 0.378 -0.0512
O 0.375 0.502 -0.602 0.0224
N -0.161 -2.186 -0.168 -0.0993
N 0.967 1.581 -0.675 -0.3012
C 4.395 2.886 -0.422 -0.0174
C 2.920 -1.752 0.968 -0.1719
C 1.800 -2.722 1.341 -0.1133
C 3.046 2.802 -0.653 0.0323
C -3.856 -0.238 -1.140 -0.1158
C -0.674 -2.421 -1.552 -0.0935
C -1.276 -2.263 0.802 -0.0991
C -5.024 0.975 0.734 -0.0500
C 4.407 0.603 0.335 0.0422
C -3.649 3.306 0.175 -0.0733
C 5.095 1.780 0.071 -0.2402
C 0.940 -3.129 0.144 -0.1102
C -2.439 -0.767 -0.886 -0.3194
C 2.353 1.614 -0.396 -0.0734
C -5.243 2.108 1.500 -0.0771
C -2.227 -1.085 0.604 -0.1017
C 3.038 0.493 0.118 -0.1604
C -4.553 3.275 1.224 -0.0847
C -2.141 -2.019 -1.707 -0.1224
C -4.119 0.996 -0.318 -0.2438
C 6.562 1.877 0.308 -0.0284
C -3.435 2.175 -0.591 -0.0415
H -1.786 -3.217 0.648 0.1444
H -2.804 -2.829 -1.398 0.1274
H -5.955 2.078 2.310 0.1052
H 2.488 3.640 -1.041 0.1284
H 7.071 2.162 -0.611 0.0959
H 6.768 2.653 1.044 0.0969
H -4.588 -1.011 -0.897 0.1244
H 0.203 -1.210 -0.144 0.1293
H 3.613 -2.218 0.256 0.1427
H -0.557 -3.481 -1.789 0.1368
H 0.488 -4.107 0.327 0.1431
H 6.976 0.938 0.664 0.0824
H 1.579 -3.204 -0.739 0.1428
H -0.053 -1.838 -2.233 0.1435
H -3.958 0.002 -2.200 0.1293
H -5.573 0.070 0.951 0.1110
H 1.188 -2.267 2.119 0.1177
H -2.335 -1.831 -2.763 0.1323
H -0.880 -2.253 1.818 0.1303
H -3.110 4.214 -0.050 0.1058
H -4.723 4.159 1.820 0.1041
H 4.923 3.803 -0.626 0.1254
H -3.180 -1.331 1.074 0.1291
H 3.473 -1.470 1.871 0.1384
H 2.260 -3.615 1.762 0.1331
H -1.734 0.011 -1.184 0.1148
H -2.735 2.214 -1.412 0.1124
H -1.837 -0.200 1.106 0.1292
H 4.960 -0.242 0.714 0.1152



# 2
57
Properties=species:S:1:pos:R:3:lowdin_charge:R:1 method="wB97M-V/def2-TZVPD" gap_ev=7.88 e_homo_ev=-8.1414 spin_multiplicity=1 total_energy_ev=-33879.6489
O -3.794 3.575 0.105 -0.0328
O 3.554 -1.510 0.386 -0.0944
O -1.363 0.057 -0.597 -0.1234
N -0.521 -4.668 0.711 0.1560
N 2.005 -0.823 -1.345 -0.0020
N 0.204 2.933 -0.641 -0.1486
C 2.917 0.496 -1.736 -0.0161
C 0.418 -6.160 -0.711 -0.0767
C 1.528 -3.896 -0.544 -0.0064
C -2.459 3.730 -0.294 -0.4189
C -1.408 -3.150 2.361 -0.0580
C -1.514 3.104 0.876 -0.1170
C 0.313 -1.053 1.877 -0.0857
C 1.005 1.618 -1.046 -0.2644
C 2.278 -1.517 -0.273 -0.3297
C 1.444 -2.642 -0.146 -0.1042
C 0.008 0.483 -1.291 -0.1775
C -0.556 -0.835 2.786 -0.2591
C 2.039 1.500 -1.841 -0.2944
C 0.480 -2.346 1.077 0.0683
C -1.580 -2.070 3.230 0.1192
C 0.691 -4.867 -0.092 -0.2475
C -1.915 3.283 -1.614 -0.2501
C 0.026 3.261 0.664 -0.2167
C -0.557 0.374 3.636 -0.0572
C -0.513 -3.503 1.372 -0.2480
C -0.595 3.550 -1.597 -0.2966
C 0.814 -0.808 -1.719 -0.2415
H -0.263 3.119 -2.851 0.2048
H -2.528 3.836 -2.312 0.1274
H -0.421 -6.821 -0.500 0.0812
H -0.107 4.669 -1.535 0.1775
H -0.698 0.889 -2.337 0.1921
H 1.305 -0.344 1.677 0.1775
H -0.718 -0.134 0.261 0.1008
H 0.321 1.019 3.594 0.0825
H -0.553 0.254 4.672 0.0588
H -2.068 5.004 -0.057 0.2038
H 0.856 -0.695 -2.877 0.1771
H -2.326 -1.962 3.833 0.0280
H 1.548 -6.628 -0.686 0.1402
H 1.153 1.266 0.065 0.1749
H -1.972 3.376 1.893 0.1181
H -2.231 2.152 -1.481 0.1700
H 1.790 1.609 -2.782 0.0995
H 0.590 2.702 1.347 0.0999
H 3.751 0.602 -0.952 0.1572
H 3.538 0.189 -2.640 0.1619
H 2.224 -4.099 -1.288 0.1267
H 2.570 2.485 -1.617 0.2035
H -4.211 3.882 -0.760 0.1270
H -1.492 0.815 3.215 0.1005
H -1.670 1.911 1.011 0.1249
H 0.040 -1.489 -1.727 0.1242
H -2.079 -3.970 2.403 0.0961
H 0.233 4.353 0.632 0.1215
H 0.468 -6.106 -1.795 0.0658



# 3
58
Properties=species:S:1:pos:R:3:lowdin_charge:R:1 method="wB97M-V/def2-TZVPD" gap_ev=8.76 e_homo_ev=-7.9646 spin_multiplicity=1 total_energy_ev=-35944.1665
O 2.497 -0.732 2.128 0.0687
O -1.291 0.689 2.757 0.0346
O -1.263 -3.042 1.125 0.0635
O 0.474 -1.413 3.795 -0.0117
N -1.505 -0.912 -3.999 -0.1645
N 2.905 1.213 3.207 0.0669
N -2.720 -2.214 -1.724 -0.1509
C -0.405 -2.719 2.102 0.0161
C -0.838 1.728 -2.001 -0.0633
C 0.821 0.022 -1.775 -0.0528
C -0.592 2.142 -0.704 -0.0697
C -2.146 -2.120 0.712 -0.2223
C -1.341 -2.512 -2.077 -0.1612
C 3.171 4.014 2.097 -0.1085
C 0.348 1.481 0.067 -0.0971
C 4.014 1.632 2.378 -0.1858
C -0.151 0.649 -2.545 -0.2226
C 1.063 0.425 -0.473 -0.0657
C -3.062 -2.633 -0.379 -0.1089
C 3.643 2.746 1.395 -0.2332
C -1.134 -2.243 -3.574 -0.1587
C 1.115 -0.174 4.027 -0.0883
C -1.256 -0.439 2.273 -0.3498
C -0.497 0.134 -3.923 -0.1425
C -2.829 -0.585 -3.522 -0.1582
C 2.236 0.059 3.009 -0.4573
C -2.159 -0.869 1.224 0.0779
C -3.029 -0.826 -2.018 -0.1663
C -0.349 -1.512 2.714 -0.1702
H 4.527 2.970 0.795 0.1090
H 2.592 1.849 3.922 0.1407
H 1.392 -0.794 -2.197 0.1161
H -2.893 -0.151 0.897 0.1302
H -1.769 -2.941 -4.133 0.1218
H 3.003 4.804 1.370 0.0707
H 2.864 2.387 0.723 0.0846
H 4.339 0.748 1.825 0.1194
H -3.023 -3.726 -0.355 0.1323
H -0.634 -1.910 -1.485 0.1046
H 0.234 -3.538 2.395 0.1512
H -1.142 2.974 -0.289 0.1070
H 1.541 -0.255 5.030 0.1408
H -3.532 -1.229 -4.064 0.1222
H 4.828 1.966 3.030 0.1208
H 0.513 1.785 1.090 0.0944
H 0.403 -0.262 -4.403 0.1223
H 0.399 0.654 3.991 0.1185
H 2.235 3.842 2.624 0.0629
H 3.916 4.359 2.812 0.0712
H -4.086 -2.309 -0.177 0.1317
H -3.052 0.455 -3.764 0.1177
H 1.799 -0.095 0.121 0.0871
H -0.094 -2.431 -3.842 0.1192
H -1.153 -3.569 -1.873 0.1287
H -0.868 0.964 -4.535 0.1218
H -1.580 2.243 -2.597 0.1116
H -2.400 -0.134 -1.441 0.0977
H -4.077 -0.645 -1.765 0.1255



# 4
59
Properties=species:S:1:pos:R:3:lowdin_charge:R:1 method="wB97M-V/def2-TZVPD" gap_ev=7.92 e_homo_ev=-7.5217 spin_multiplicity=1 total_energy_ev=-46761.0143
S -0.621 -6.577 -0.422 1.0117
O -0.831 5.997 -3.266 -0.0276
O -1.705 3.857 -4.136 0.0274
O 1.247 1.767 0.460 -0.1339
O 0.225 -2.455 3.928 -0.0186
N 0.429 -1.114 2.156 -0.0050
N 0.957 -4.699 2.601 0.0769
N -0.594 2.815 -0.594 0.0196
C 0.513 3.895 -1.120 -0.0540
C 0.392 -7.630 0.641 -0.3485
C -1.035 0.665 2.110 -0.1293
C -0.810 6.027 -4.924 0.0481
C -1.006 4.598 -3.149 -0.6326
C -0.490 -4.107 0.960 -0.0014
C -0.150 -5.422 0.726 -0.5359
C 0.145 -2.485 2.631 -0.3794
C 0.402 -1.124 0.542 -0.1049
C 0.291 3.933 -2.566 -0.1087
C 0.599 -5.788 1.896 -0.2797
C 0.231 -3.579 2.064 -0.2230
C -1.877 3.136 -1.148 -0.1010
C 1.027 -6.970 1.621 -0.1931
C 2.171 -4.530 3.616 -0.1880
C 3.231 -4.101 2.963 -0.1389
C -1.734 4.460 -1.991 -0.1606
C -1.051 0.958 0.453 -0.2534
C 0.113 0.197 2.754 -0.2388
C -1.368 4.662 -5.188 -0.1838
C -0.144 1.875 0.164 -0.4021
C -0.874 -0.513 0.074 -0.1345
H 3.638 -4.696 2.005 0.1495
H -1.691 5.423 -1.159 0.2098
H -2.654 3.111 -0.184 0.1919
H 1.234 4.637 -2.969 0.1877
H -1.696 -1.119 0.228 0.0933
H 1.358 -0.454 0.369 0.1424
H 1.677 3.382 -0.939 0.2040
H -1.282 -3.463 0.407 0.1480
H -2.044 1.239 0.422 0.1016
H -1.170 1.945 2.579 0.1970
H 3.244 -3.073 2.564 0.1029
H 0.783 -2.088 0.164 0.1107
H -2.898 4.752 -1.969 0.1639
H -1.234 6.880 -5.168 0.0828
H 0.668 -8.735 0.285 0.1187
H 1.099 0.661 2.354 0.1519
H -2.050 4.795 -5.912 0.0838
H -2.036 0.065 2.432 0.1682
H 0.030 0.091 3.839 0.1282
H -0.630 -0.256 -0.955 0.1263
H 2.047 -5.710 3.981 0.1961
H -2.101 2.333 -1.683 0.0752
H 0.082 6.178 -4.954 0.0183
H -0.263 4.108 -5.684 0.2077
H 1.647 -7.589 2.150 0.0941
H 0.376 3.013 -3.171 0.1356
H 0.548 4.791 -0.792 0.0436
H 1.583 -3.971 4.212 0.0586
H 4.054 -3.997 3.689 0.1014